Below is C17H18F7N2O4PdS3Si as an isolated structure, with properties calculated with the ωB97M-V functional and the def2-TZVPD basis.

Element x y z (Å)
Pd1 -0.4462 -0.3716 -0.3712
C1 4.9729 -1.1166 3.9552
Si1 4.1949 -0.3917 2.4267
C2 4.1236 1.4701 2.5200
C3 5.0452 -0.9749 0.8757
C4 2.3963 -1.0338 2.3674
C5 1.8829 -1.9446 3.2893
C6 0.5802 -2.4435 3.2118
C7 -0.2383 -2.0185 2.1925
N1 0.2404 -1.1207 1.3211
C8 1.4895 -0.6582 1.3834
S1 1.6476 0.4060 -0.0259
H1 6.0024 -0.7624 4.0403
H2 5.0105 -2.2072 3.9206
H3 4.4511 -0.8159 4.8660
H4 5.1350 1.8781 2.5765
H5 3.5813 1.8022 3.4075
H6 3.6433 1.9080 1.6428
H7 6.0786 -0.6221 0.8602
H8 4.5560 -0.6029 -0.0264
H9 5.0643 -2.0650 0.8228
H10 2.5145 -2.2923 4.0980
H11 0.2121 -3.1590 3.9325
H12 -1.2524 -2.3623 2.0415
F1 -2.7609 0.9673 -4.3973
C9 -1.6779 0.2822 -4.7510
F2 -1.9674 -0.5392 -5.7378
F3 -0.7254 1.1249 -5.1185
S2 -1.0513 -0.6861 -3.3113
O1 0.1001 -1.4160 -3.7099
O2 -0.8182 0.3824 -2.3006
N2 -2.3204 -1.5353 -2.9841
S3 -2.7109 -2.1753 -1.6203
O3 -2.3926 -3.5490 -1.4603
O4 -2.3794 -1.2998 -0.4649
C10 -4.5464 -2.0203 -1.6882
F4 -4.8852 -0.7378 -1.8240
F5 -5.0385 -2.4813 -0.5481
F6 -5.0212 -2.7121 -2.7020
F7 -3.5061 4.1356 -3.3662
C11 -3.0155 3.4769 -2.3353
C12 -1.7394 3.8183 -1.8870
C13 -1.2269 3.1238 -0.8255
C14 -1.9871 2.1004 -0.2052
C15 -1.4467 1.3591 0.8469
C16 -3.2820 1.7948 -0.6940
C17 -3.8040 2.4856 -1.7539
H13 -1.1919 4.6026 -2.3899
H14 -0.2297 3.3360 -0.4597
H15 -0.5437 1.6993 1.3381
H16 -2.0840 0.6821 1.4047
H17 -3.8473 0.9994 -0.2270
H18 -4.7859 2.2804 -2.1561

## Properties
**Charge**: +1

natural (NBO) atomic charge list, values in e, 6 entries:
1. Pd 0.868
2. C -1.124
3. Si 1.618
4. C -1.116
5. C -1.117
6. C -0.468

=====

Below is the molecule C17H18N2O4, with properties calculated with the ωB97M-V functional and the def2-TZVPD basis.

Element x y z (Å)
C1 -2.0589 2.8315 3.5496
O1 -1.8416 2.0933 2.3737
C2 -0.5914 2.0628 1.8337
C3 0.5086 2.7200 2.3765
C4 1.7428 2.6385 1.7383
O2 2.8778 3.2444 2.1841
C5 2.8184 4.0277 3.3497
C6 1.8677 1.9012 0.5663
C7 0.7723 1.2324 0.0362
C8 0.9940 0.4855 -1.2399
O3 1.8910 0.7830 -2.0047
N1 0.1403 -0.5602 -1.4268
C9 0.0756 -1.3981 -2.5354
C10 0.5106 -0.9567 -3.7868
C11 0.4752 -1.7763 -4.8952
C12 -0.0049 -3.0703 -4.7835
C13 -0.4469 -3.5211 -3.5565
C14 -0.4248 -2.7062 -2.4269
N2 -0.8662 -3.3234 -1.2296
C15 -1.5511 -2.8500 -0.1616
C16 -1.9401 -3.9363 0.8162
O4 -1.8318 -1.6789 0.0190
C17 -0.4624 1.3148 0.6659
H1 -1.8429 3.8956 3.4053
H2 -3.1158 2.7101 3.7816
H3 -1.4620 2.4485 4.3845
H4 0.4037 3.2937 3.2820
H5 3.8265 4.4120 3.4974
H6 2.1264 4.8690 3.2367
H7 2.5296 3.4328 4.2230
H8 2.8209 1.8511 0.0663
H9 -0.5449 -0.7574 -0.6956
H10 0.9004 0.0438 -3.8656
H11 0.8248 -1.4054 -5.8462
H12 -0.0347 -3.7249 -5.6408
H13 -0.8205 -4.5322 -3.4615
H14 -0.8034 -4.3319 -1.2826
H15 -2.4301 -3.4822 1.6725
H16 -2.6262 -4.6384 0.3461
H17 -1.0578 -4.4773 1.1516
H18 -1.3482 0.8355 0.2831

## Properties
**Structure (SMILES)**: COc1cc(OC)cc(C(=O)Nc2ccccc2NC(C)=O)c1

natural (NBO) atomic charge list, values in e, 6 entries:
1. C -0.253
2. O -0.505
3. C 0.410
4. C -0.443
5. C 0.406
6. O -0.506

=====

Below is C17H18N2O4S as an isolated structure in a non-equilibrium geometry, with properties calculated with the ωB97M-V functional and the def2-TZVPD basis.

Element x y z (Å)
C1 1.6222 1.9149 -0.5520
H1 2.4383 2.5362 -0.3976
C2 1.9767 0.4342 -0.8730
N1 0.7870 -0.4498 -1.0475
C3 0.0015 -0.7644 -2.3215
C4 -0.4135 0.2351 -3.1787
C5 -0.9359 -0.0267 -4.4573
C6 -1.0511 -1.5783 -4.7150
C7 -0.4025 -2.5669 -4.0004
C8 0.2335 -2.0775 -2.7667
H2 0.9134 -3.0242 -2.1916
C9 -0.3223 -4.0661 -4.4862
H3 -0.8771 -4.4813 -3.6772
H4 0.8059 -4.2231 -4.6338
H5 -1.0149 -4.0995 -5.3251
H6 -1.3648 -1.6760 -5.7787
H7 -1.5323 0.7478 -4.9171
H8 -0.3988 1.2548 -2.8080
S1 0.7333 -1.5984 0.3430
O1 -0.2376 -2.4218 -0.0854
O2 1.9357 -2.1195 0.5162
C10 0.3822 -0.4371 1.3811
C11 -0.9653 0.0584 1.4395
C12 -1.3877 1.0211 2.3017
C13 -0.7713 1.0479 3.5375
C14 0.6138 0.7830 3.5702
C15 0.9615 0.0332 2.4765
H9 2.1395 -0.6531 2.6513
O3 1.2978 1.3073 4.4814
C16 0.3968 2.1633 5.2408
O4 0.6323 2.5691 6.3132
N2 -0.9284 2.0503 4.5191
C17 -1.9199 2.8832 4.9545
H10 -2.9145 2.3012 5.0341
H11 -2.2508 3.6545 4.0972
H12 -1.5473 3.2970 5.9376
H13 -2.6811 1.2998 2.4132
H14 -1.4808 -0.0576 0.5301
H15 2.4244 0.4796 -2.0589
H16 2.8366 -0.0701 -0.4640
H17 1.1868 1.9869 0.4198
H18 1.0783 2.3328 -1.4225

natural (NBO) atomic charge list, values in e, 6 entries:
1. C -0.623
2. H 0.213
3. C -0.242
4. N -0.745
5. C 0.126
6. C -0.241

=====

Below is a 2-piece molecular cluster, C17H18N2O5S overall in a non-equilibrium geometry, with properties calculated with the ωB97M-V functional and the def2-TZVPD basis.

Element x y z (Å)
C1 -6.5270 1.3634 -1.4603
C2 -5.0512 1.3108 -1.7362
C3 -4.4130 0.0715 -1.8493
C4 -3.0433 -0.0084 -2.0871
C5 -2.2826 1.1573 -2.1214
S1 -0.4911 1.0441 -2.3358
N1 0.4116 0.2721 -0.7958
C6 1.5384 0.7006 -0.5576
O1 2.6117 1.1969 -0.4143
O2 -0.1993 0.0871 -3.3708
O3 0.0086 2.3964 -2.3991
C7 -2.9120 2.4033 -2.1020
C8 -4.2879 2.4751 -1.8762
H1 -6.8817 2.3941 -1.3842
H2 -7.0998 0.8570 -2.2461
H3 -6.7658 0.8522 -0.5201
H4 -5.0020 -0.8411 -1.7440
H5 -2.5581 -0.9691 -2.2385
H6 -2.3336 3.3094 -2.2652
H7 -4.7822 3.4465 -1.7985
C9 2.0237 2.8350 3.7799
C10 2.8882 1.9345 2.9458
O4 2.0383 0.7923 2.6322
C11 2.7410 -0.2122 2.0389
C12 1.8745 -1.0513 1.2708
N2 2.3575 -2.2557 0.8134
C13 3.6867 -2.4176 0.4484
C14 4.1017 -3.5794 -0.1701
C15 3.2046 -4.6234 -0.3863
C16 1.8760 -4.4573 0.0255
C17 1.4591 -3.2801 0.6049
O5 3.9709 -0.2944 2.1510
H8 2.4561 3.8338 3.8200
H9 1.0097 2.8927 3.3761
H10 1.9787 2.4512 4.8034
H11 3.1830 2.4057 1.9966
H12 3.7811 1.5964 3.4888
H13 0.7984 -0.9860 1.4168
H14 4.3631 -1.6148 0.7120
H15 5.1505 -3.6336 -0.4603
H16 3.5265 -5.5421 -0.8677
H17 1.1372 -5.2448 -0.0964
H18 0.4536 -3.0680 0.9589

natural (NBO) atomic charge list, values in e, 6 entries:
1. C -0.638
2. C 0.006
3. C -0.169
4. C -0.170
5. C -0.332
6. S 2.224

=====

Below is the molecule C17H18N2O6S in a non-equilibrium geometry, with properties calculated with the ωB97M-V functional and the def2-TZVPD basis.

Element x y z (Å)
C1 2.1130 -2.1289 3.0132
O1 1.9964 -2.3812 1.6312
C2 0.8072 -2.1203 1.0198
C3 -0.2888 -1.5512 1.6479
C4 -1.4295 -1.2648 0.8989
N1 -2.4906 -0.5506 1.4560
S1 -2.9060 0.8965 0.6652
O2 -3.2031 1.8196 1.7190
O3 -3.9325 0.6272 -0.2921
C5 -1.3307 1.3199 -0.1018
C6 -0.3281 1.4552 0.8475
C7 0.9972 1.5270 0.4648
C8 1.3037 1.5220 -0.9034
C9 0.2871 1.4383 -1.8371
C10 -1.0497 1.3086 -1.4598
C11 -2.0831 1.1621 -2.5290
N2 2.6394 1.6338 -1.2790
C12 3.6723 1.5053 -0.4051
O4 4.8261 1.6458 -0.7305
C13 3.2369 1.0980 0.9973
O5 1.9799 1.6055 1.4058
C14 -1.4920 -1.5874 -0.4442
C15 -0.3854 -2.1579 -1.0730
O6 -0.5215 -2.3910 -2.4048
C16 0.5468 -2.9961 -3.0949
C17 0.7656 -2.4141 -0.3444
H1 1.9774 -1.0666 3.2409
H2 3.1248 -2.4291 3.2812
H3 1.3958 -2.7209 3.5892
H4 -0.2715 -1.2965 2.6952
H5 -2.4126 -0.3886 2.4496
H6 -0.5878 1.4991 1.8921
H7 0.5365 1.4495 -2.8881
H8 -3.0786 1.1015 -2.1056
H9 -2.0331 2.0084 -3.2124
H10 -1.8862 0.2567 -3.1019
H11 2.8598 1.8221 -2.2485
H12 3.9685 1.4583 1.7227
H13 3.2259 -0.0044 1.0217
H14 -2.3826 -1.3731 -1.0084
H15 1.4425 -2.3668 -3.0799
H16 0.2050 -3.1130 -4.1220
H17 0.7876 -3.9791 -2.6797
H18 1.6510 -2.8374 -0.7874

## Properties
**Structure (SMILES)**: COc1cc(NS(=O)(=O)c2cc3c(cc2C)NC(=O)CO3)cc(OC)c1

natural (NBO) atomic charge list, values in e, 6 entries:
1. C -0.258
2. O -0.513
3. C 0.425
4. C -0.434
5. C 0.279
6. N -0.855

=====

Below is the molecule C17H18N2S in a non-equilibrium geometry, with properties calculated with the ωB97M-V functional and the def2-TZVPD basis.

Element x y z (Å)
C1 6.8390 0.5935 1.1865
C2 6.6258 0.3216 -0.3710
C3 5.4269 1.2224 -0.9110
C4 4.0148 0.3098 -0.9569
C5 3.3721 -0.2233 0.6192
C6 2.1286 -0.6754 0.2350
C7 1.0040 -1.1636 0.1423
C8 -0.1852 -1.7945 0.1054
C9 -1.4041 -0.8182 0.1397
C10 -2.8589 -1.4807 0.1421
N1 -3.6651 -0.4551 -0.0474
C11 -3.0464 0.6083 0.0844
N2 -3.9038 1.8509 0.2803
C12 -5.1579 1.1290 -0.0167
C13 -6.4958 1.6571 0.2161
C14 -7.4536 0.6605 -0.0053
C15 -7.3431 -0.6081 -0.1025
C16 -5.9414 -1.0141 -0.2295
C17 -5.0043 -0.2113 0.1004
S1 -1.4411 0.8455 0.1906
H1 5.9921 0.5378 1.7812
H2 7.6762 0.0118 1.2411
H3 7.0212 1.6648 1.5213
H4 7.3327 0.4675 -0.9762
H5 6.2609 -0.8019 -0.5160
H6 5.4444 1.4494 -2.0264
H7 5.1619 2.0610 -0.2442
H8 3.2151 0.7875 -1.5455
H9 4.0339 -0.6293 -1.5080
H10 3.4371 0.7349 1.1849
H11 4.1630 -0.7112 0.8390
H12 -0.3642 -2.8603 0.1189
H13 -2.9635 -2.1663 0.8577
H14 -2.9179 -2.0614 -0.7926
H15 -6.5285 2.9150 0.1559
H16 -8.4838 1.0326 -0.0795
H17 -8.0861 -1.1696 -0.3081
H18 -5.9053 -2.0167 -0.5051

## Properties
**Structure (SMILES)**: CCCCCC#C/C=C1/Cn2c(nc3ccccc32)S1

natural (NBO) atomic charge list, values in e, 6 entries:
1. C -0.630
2. C -0.358
3. C -0.412
4. C -0.360
5. C -0.502
6. C 0.114

=====

Below is C17H18N4O2 as an isolated structure in a non-equilibrium geometry, with properties calculated with the ωB97M-V functional and the def2-TZVPD basis.

Element x y z (Å)
C1 -2.3728 -2.5378 0.0711
C2 -1.4330 -3.3343 0.9845
H1 -1.1201 -4.1825 0.5135
H2 -2.1427 -3.5968 1.8337
C3 -0.3224 -2.7358 1.3145
C4 0.5295 -2.2658 0.4179
C5 1.2537 -1.1718 0.3116
C6 2.0827 -1.3336 -1.1218
N1 1.7864 -2.5328 -1.5602
N2 0.9551 -3.0871 -0.6342
H3 0.4824 -3.7609 -0.7710
O1 2.9674 -0.4607 -1.6222
C7 3.5647 0.1979 -0.7645
C8 2.9142 0.8518 0.5170
C9 3.4860 1.6715 1.2095
N3 3.9205 2.4200 2.1673
C10 1.5192 0.1341 0.8465
C11 0.3995 1.2177 0.3424
C12 -0.7892 1.0010 0.2038
C13 -1.9223 1.7862 -0.0902
C14 -1.5949 2.9875 -0.7895
C15 -0.3352 3.4671 -0.5431
C16 0.7656 2.6430 -0.1717
H4 1.7345 2.9114 -0.0607
H5 0.0496 4.5183 -1.3172
H6 -2.2108 3.6959 -1.0861
O2 -3.1511 1.0544 -0.1447
C17 -4.1830 2.2017 -0.6392
H7 -5.2028 1.4132 -0.3501
H8 -4.2669 2.9317 0.0348
H9 -4.0990 2.3853 -1.7214
H10 -1.2216 -0.0960 0.5127
H11 1.3828 0.2602 1.9018
N4 4.7597 0.6937 -1.0345
H12 5.0823 1.6125 -0.6031
H13 5.1258 0.7914 -1.9055
H14 -0.6250 -1.6512 1.8302
H15 0.1969 -3.1680 2.4449
H16 -1.8442 -2.2018 -0.8581
H17 -2.9462 -1.5093 0.5353
H18 -3.1755 -3.2212 -0.2039

natural (NBO) atomic charge list, values in e, 6 entries:
1. C -0.612
2. C -0.437
3. H 0.189
4. H 0.227
5. C -0.425
6. C 0.170

=====

Below is C17H18N4O2SSr as an isolated structure, with properties calculated with the ωB97M-V functional and the def2-TZVPD basis.

Element x y z (Å)
Sr1 0.0647 -0.2935 -1.4558
N1 0.2952 2.2787 2.5487
C1 -0.1594 2.9883 1.3440
C2 -0.0671 2.0309 0.1680
O1 1.0559 1.4962 -0.0551
O2 -1.1177 1.7549 -0.4993
H1 0.3696 2.9166 3.3313
H2 1.2264 1.9127 2.3735
H3 0.4494 3.8670 1.1033
H4 -1.1953 3.2992 1.4655
C3 2.0262 -1.2403 -3.2391
C4 2.0487 -2.0862 -2.1277
C5 1.3932 -3.3648 -2.1169
C6 1.2092 -4.0807 -0.9669
C7 1.6592 -3.5909 0.2752
C8 2.3238 -2.3641 0.3013
C9 2.5213 -1.6333 -0.8507
C10 1.3535 -4.2625 1.4907
N2 1.0624 -4.7367 2.5027
H5 1.7822 -1.6575 -4.2092
H6 2.6862 -0.3772 -3.2465
H7 1.0351 -3.7627 -3.0594
H8 0.6893 -5.0299 -0.9990
H9 2.6894 -1.9759 1.2453
H10 3.0638 -0.6955 -0.7954
N3 -1.5747 -0.0007 1.7979
C11 -1.3593 -1.3015 1.6046
S1 -1.7620 -2.0493 0.1160
N4 -0.8425 -2.0312 2.6016
C12 -0.4547 -1.5292 3.8814
C13 0.8347 -1.7669 4.3363
C14 1.2159 -1.3093 5.5887
C15 0.3179 -0.6068 6.3790
C16 -0.9735 -0.3808 5.9226
C17 -1.3676 -0.8510 4.6800
H11 -1.9084 0.5262 1.0007
H12 -1.0724 0.5354 2.5076
H13 -0.5903 -2.9889 2.3851
H14 1.5215 -2.3320 3.7188
H15 2.2176 -1.5057 5.9474
H16 0.6189 -0.2477 7.3543
H17 -1.6837 0.1497 6.5431
H18 -2.3784 -0.6999 4.3257

natural (NBO) atomic charge list, values in e, 6 entries:
1. Sr 1.810
2. N -0.849
3. C -0.333
4. C 0.771
5. O -0.816
6. O -0.827

=====

So what do the calculations give for orbital gap? Going down the list: 0.2377; 0.3203; 0.2862; 0.2424; 0.3242; 0.2618; 0.2871; 0.2485 Eh.
So what do the calculations give for relative energy (zero: lowest compared OMol25 entry of this formula, charge and spin)? Going down the list: 0.0; 27.1; 276.3; 94.0; 70.5; 291.6; 385.4; 3.9 kcal per mole.